(1)
{"formula": "C9H14N2OS", "method": "wB97M-V/def2-TZVPD", "de_lowest_kj_mol": 329.1, "lumo_energy_ev": 0.7, "homo_lumo_gap_ev": 9.3, "homo_ha": -0.3173, "total_charge": 0, "species": ["C", "C", "C", "C", "C", "C", "C", "C", "C", "N", "N", "O", "S", "H", "H", "H", "H", "H", "H", "H", "H", "H", "H", "H", "H", "H", "H"], "xyz": [[3.144, 0.708, -2.093], [2.774, 1.331, -0.936], [1.095, 0.314, -1.901], [-0.321, -0.156, -1.940], [0.382, 1.496, 0.091], [-0.520, 0.180, 0.462], [-0.436, -1.824, 2.093], [-3.187, -0.649, 0.623], [0.138, -0.458, 1.742], [2.100, 0.133, -2.690], [1.411, 1.109, -0.834], [-0.605, -0.708, -0.609], [-2.304, 0.913, 0.830], [4.072, 0.855, -2.626], [3.338, 2.053, -0.325], [-0.884, 0.716, -2.417], [-0.508, -1.143, -2.475], [-0.335, 2.234, -0.319], [0.844, 1.934, 1.061], [-1.079, -1.662, 2.865], [0.384, -2.479, 2.425], [-1.063, -2.210, 1.296], [-3.761, -0.378, -0.294], [-3.562, -0.752, 1.666], [-2.373, -1.350, 0.346], [1.173, -0.513, 1.422], [0.083, 0.304, 2.534]], "lowdin_charge": [-0.18, -0.06, -0.32, -0.05, -0.10, -0.63, -0.07, -0.40, -0.20, 0.11, -0.04, -0.16, 0.81, 0.10, 0.12, 0.15, 0.16, 0.10, 0.16, 0.04, 0.09, 0.06, 0.04, 0.04, 0.01, 0.11, 0.11]}

(2)
{"formula": "C10H25N2O7PS", "method": "wB97M-V/def2-TZVPD", "de_lowest_kj_mol": 405.8, "lumo_energy_ev": -0.1, "homo_lumo_gap_ev": 9.4, "homo_ha": -0.3486, "total_charge": 0, "species": ["C", "O", "C", "C", "C", "O", "P", "O", "O", "O", "S", "H", "H", "H", "H", "H", "H", "H", "H", "H", "H", "H", "C", "C", "O", "N", "C", "H", "H", "H", "H", "H", "H", "H", "C", "C", "O", "N", "C", "H", "H", "H", "H", "H", "H", "H"], "xyz": [[1.659, -0.232, -0.703], [1.486, 0.815, 0.316], [0.069, 1.071, 0.622], [-0.730, 1.940, -0.536], [-2.014, 1.104, -1.200], [-3.247, 1.743, -0.714], [-4.645, 0.723, -0.902], [-5.151, 0.669, -2.419], [-4.406, -0.930, -0.391], [-5.907, 1.380, 0.155], [-7.407, 0.627, -0.179], [0.968, -0.124, -1.643], [1.538, -1.329, -0.252], [2.792, -0.173, -1.061], [-0.541, 0.102, 0.932], [0.063, 1.758, 1.599], [-0.007, 2.343, -1.392], [-1.213, 2.888, 0.003], [-1.958, -0.050, -1.017], [-1.952, 1.347, -2.367], [-4.377, -0.958, 0.614], [-7.481, -0.661, 0.383], [0.581, -0.349, 4.276], [-0.132, 0.932, 4.609], [-0.826, 1.527, 3.787], [0.008, 1.435, 5.869], [0.770, 0.893, 6.968], [0.375, -0.623, 3.238], [1.661, -0.217, 4.390], [0.225, -1.155, 4.923], [-0.502, 2.299, 6.016], [0.084, 0.710, 7.799], [1.508, 1.640, 7.270], [1.278, -0.036, 6.705], [2.667, -3.001, -3.851], [3.505, -1.775, -3.620], [4.057, -1.554, -2.544], [3.646, -0.891, -4.649], [3.085, -0.968, -5.976], [2.649, -3.608, -2.942], [1.641, -2.712, -4.094], [3.096, -3.601, -4.658], [4.225, -0.092, -4.416], [3.910, -0.963, -6.694], [2.466, -0.081, -6.134], [2.481, -1.864, -6.122]], "lowdin_charge": [-0.13, -0.25, -0.22, -0.12, -0.23, -0.27, 0.68, -0.37, -0.21, -0.70, 0.74, 0.09, 0.11, 0.10, 0.13, 0.12, 0.13, 0.13, 0.12, 0.14, 0.10, -0.11, 0.00, -0.54, 0.01, 0.00, -0.08, 0.07, 0.09, 0.09, 0.14, 0.08, 0.08, 0.08, -0.01, -0.55, 0.01, 0.00, -0.08, 0.09, 0.09, 0.09, 0.14, 0.08, 0.08, 0.08]}

(3)
{"formula": "C4H9NO2", "method": "wB97M-V/def2-TZVPD", "de_lowest_kj_mol": 579.6, "lumo_energy_ev": 0.8, "homo_lumo_gap_ev": 8.6, "homo_ha": -0.2857, "total_charge": 0, "species": ["C", "C", "C", "N", "C", "O", "O", "H", "H", "H", "H", "H", "H", "H", "H", "H"], "xyz": [[-0.780, -1.302, -0.286], [0.444, -0.218, 0.759], [0.618, 0.737, -0.260], [1.595, 1.535, 0.998], [0.293, 1.294, -1.401], [-1.891, -0.747, -0.947], [-1.231, -2.153, 0.740], [-2.332, -0.162, -0.314], [-1.770, -2.849, 0.328], [-0.195, -1.847, -1.032], [1.303, 2.455, 1.320], [2.446, 1.245, 1.476], [-0.220, 0.013, 1.587], [1.236, -0.949, 0.890], [0.775, 2.209, -1.723], [-0.292, 0.741, -2.135]], "lowdin_charge": [-0.39, -0.09, -0.24, -0.02, 0.06, -0.03, -0.06, 0.11, 0.09, 0.13, 0.02, 0.03, 0.11, 0.12, 0.07, 0.07]}

(4)
{"formula": "C3H10S", "method": "wB97M-V/def2-TZVPD", "de_lowest_kj_mol": 38.9, "lumo_energy_ev": 0.9, "homo_lumo_gap_ev": 10.0, "homo_ha": -0.3355, "total_charge": 0, "species": ["C", "S", "H", "H", "H", "H", "C", "C", "H", "H", "H", "H", "H", "H"], "xyz": [[1.797, 0.973, -0.792], [1.855, -0.107, 0.668], [2.179, 1.949, -0.495], [2.565, 0.625, -1.482], [0.818, 1.063, -1.245], [1.296, 0.825, 1.499], [-2.617, -0.982, -0.760], [-2.697, 0.100, 0.326], [-1.578, -1.161, -1.017], [-3.364, -0.740, -1.513], [-2.874, -1.979, -0.374], [-2.224, 1.033, 0.022], [-3.740, 0.320, 0.556], [-2.186, -0.283, 1.210]], "lowdin_charge": [-0.50, 0.59, 0.02, 0.02, 0.02, -0.14, -0.17, -0.17, 0.05, 0.06, 0.06, 0.05, 0.06, 0.06]}

(5)
{"formula": "CH2BrN2O3", "method": "wB97M-V/def2-TZVPD", "de_lowest_kj_mol": 598.4, "lumo_energy_ev": [-9.9, -9.9], "homo_lumo_gap_ev": [4.7, 4.8], "homo_ha": [-0.5378, -0.5404], "total_charge": 1, "species": ["C", "N", "N", "O", "O", "O", "Br", "H", "H"], "xyz": [[-0.999, 0.524, 0.494], [-1.549, 1.448, -0.015], [0.097, -0.402, 0.394], [-2.333, 2.244, -0.299], [1.092, 0.356, -0.013], [-0.139, -1.513, -0.399], [3.954, -0.249, -0.048], [0.391, -0.970, 1.176], [-0.513, -1.438, -1.291]], "lowdin_charge": [0.13, -0.04, -0.24, 0.22, -0.10, 0.09, 0.59, 0.20, 0.16]}

(6)
{"formula": "C37H61GaI2NO2Sb", "method": "wB97M-V/def2-TZVPD", "lumo_energy_ev": [-8.0, -7.9], "homo_lumo_gap_ev": [5.2, 5.4], "homo_ha": [-0.4850, -0.4871], "total_charge": 2, "species": ["Ga", "C", "C", "C", "C", "C", "C", "C", "N", "C", "C", "C", "C", "C", "C", "O", "C", "C", "C", "C", "C", "C", "C", "C", "C", "O", "C", "C", "C", "C", "C", "C", "H", "H", "H", "H", "H", "H", "H", "H", "H", "H", "H", "H", "H", "H", "H", "H", "H", "H", "H", "H", "H", "H", "H", "H", "H", "H", "H", "H", "H", "H", "H", "H", "H", "H", "H", "H", "H", "H", "H", "H", "C", "C", "C", "Sb", "C", "C", "C", "C", "C", "C", "H", "H", "H", "H", "H", "H", "H", "H", "H", "H", "H", "H", "H", "H", "H", "H", "H", "H", "H", "H", "H", "I", "I"], "xyz": [[-0.309, 1.121, -0.333], [-1.840, -5.499, -3.650], [-0.953, -4.978, -2.554], [0.511, -4.866, -3.016], [-0.994, -6.004, -1.376], [-1.375, -3.595, -2.025], [-0.691, -3.045, -1.002], [-0.819, -1.615, -0.817], [-0.080, -0.859, -0.071], [0.998, -1.122, 0.760], [1.270, -2.364, 1.309], [2.510, -2.547, 1.936], [3.333, -1.419, 2.043], [3.081, -0.148, 1.492], [1.859, 0.008, 0.819], [1.476, 1.117, 0.178], [4.069, 0.999, 1.600], [3.447, 2.069, 2.470], [4.379, 1.590, 0.193], [5.416, 0.589, 2.231], [2.854, -3.917, 2.483], [1.877, -4.364, 3.594], [2.858, -4.884, 1.269], [4.273, -3.828, 3.027], [-1.640, -0.832, -1.786], [-1.404, 0.400, -1.783], [-2.595, -1.462, -2.650], [-2.399, -2.800, -2.749], [-3.717, -0.645, -3.286], [-3.055, 0.341, -4.250], [-4.426, 0.136, -2.172], [-4.723, -1.534, -4.031], [-1.507, -6.491, -3.992], [-1.902, -4.801, -4.481], [-2.868, -5.651, -3.269], [0.993, -5.835, -3.257], [1.051, -4.457, -2.157], [0.611, -4.161, -3.832], [-0.653, -6.973, -1.731], [-2.001, -6.004, -0.977], [-0.358, -5.713, -0.544], [0.072, -3.608, -0.519], [0.509, -3.166, 1.303], [4.312, -1.599, 2.509], [2.455, 2.365, 2.146], [4.031, 2.980, 2.523], [3.292, 1.661, 3.480], [3.546, 2.172, -0.180], [4.587, 0.769, -0.527], [5.252, 2.244, 0.263], [5.337, 0.111, 3.223], [6.011, 1.483, 2.329], [5.914, -0.073, 1.570], [0.810, -4.253, 3.360], [2.034, -3.771, 4.512], [2.037, -5.407, 3.876], [1.906, -4.916, 0.734], [3.078, -5.907, 1.671], [3.619, -4.584, 0.545], [4.392, -3.044, 3.814], [4.950, -3.514, 2.206], [4.583, -4.786, 3.392], [-3.045, -3.328, -3.423], [-2.753, 1.200, -3.710], [-3.776, 0.713, -5.013], [-2.165, -0.018, -4.776], [-3.760, 0.796, -1.627], [-4.915, -0.546, -1.432], [-5.180, 0.767, -2.631], [-4.244, -1.924, -4.924], [-5.555, -0.872, -4.352], [-5.079, -2.393, -3.443], [-1.264, 4.179, 3.592], [-1.425, 2.976, 2.616], [-0.650, 1.726, 3.056], [-0.915, 3.558, 0.566], [-2.467, 4.943, -0.075], [-1.992, 6.397, 0.052], [-3.753, 4.567, 0.694], [1.104, 4.389, 0.186], [1.376, 5.544, 1.142], [1.123, 4.756, -1.324], [-1.803, 4.002, 4.548], [-1.623, 5.096, 3.205], [-0.187, 4.358, 3.754], [-2.468, 2.705, 2.470], [0.409, 1.986, 3.131], [-0.708, 0.890, 2.370], [-0.956, 1.440, 4.052], [-2.691, 4.741, -1.117], [-1.577, 6.684, 1.034], [-2.890, 7.008, -0.032], [-1.318, 6.602, -0.755], [-3.733, 4.767, 1.759], [-3.967, 3.489, 0.569], [-4.565, 5.180, 0.301], [1.774, 3.567, 0.415], [0.604, 6.323, 1.146], [2.300, 6.081, 0.857], [1.528, 5.242, 2.183], [0.392, 5.532, -1.565], [0.939, 3.858, -1.935], [2.116, 5.020, -1.600], [-4.540, 3.853, -2.554], [-6.981, 3.026, -3.245]], "lowdin_charge": [0.61, -0.06, -0.55, -0.02, -0.02, -0.08, 0.05, -0.10, 0.12, -0.16, 0.05, -0.14, 0.08, -0.06, -0.23, -0.13, -0.52, -0.04, -0.02, -0.04, -0.55, -0.03, -0.03, -0.06, -0.18, 0.00, -0.08, 0.13, -0.53, -0.03, -0.08, -0.03, 0.11, 0.09, 0.10, 0.11, 0.07, 0.09, 0.10, 0.09, 0.07, 0.08, 0.13, 0.09, 0.04, 0.10, 0.11, 0.05, 0.11, 0.09, 0.10, 0.09, 0.08, 0.08, 0.10, 0.09, 0.06, 0.11, 0.09, 0.10, 0.10, 0.09, 0.10, 0.03, 0.11, 0.10, 0.04, 0.12, -0.02, 0.09, 0.11, 0.10, -0.10, -0.50, -0.12, 1.63, -0.56, -0.10, -0.20, -0.49, -0.12, -0.10, 0.11, 0.04, 0.08, 0.07, 0.07, 0.04, 0.10, -0.07, 0.08, 0.10, 0.06, 0.07, 0.06, 0.07, 0.04, 0.06, 0.10, 0.07, 0.07, 0.07, 0.08, 0.31, 0.20]}

For the records above, the corresponding E values read -934.20231 -1771.69531 -362.86477 -518.45699 -2947.84186 -4411.57775 hartree.